The following is a DFT calculation (ωB97M-V/def2-TZVPD) of C30H31BrIrN6O3 as an isolated structure.

2S+1 = 2
Kohn-Sham gap (alpha / beta) = 7.7 / 5.7 eV
HOMO energy (alpha / beta) = -0.50938 / -0.50769 Eh
relative energy (zero: lowest compared OMol25 entry of this formula, charge and spin) = 0.00 kJ/mol
net charge = +2

Structure (XYZ):
```
72
Properties=species:S:1:pos:R:3:forces:R:3
Ir 0.4211 2.1559 -0.5144 -0.05 0.01 0.02
C 0.4032 -3.7356 2.2030 -0.02 0.01 0.01
O -0.3735 -2.5370 2.1004 -0.06 -0.02 -0.06
C -1.7310 -2.6856 2.1938 0.08 0.00 0.05
C -2.3541 -3.4296 3.1893 0.03 -0.01 -0.04
C -3.7374 -3.4885 3.2434 -0.02 0.02 -0.01
C -4.5157 -2.7919 2.3268 -0.02 -0.01 0.01
C -3.9036 -2.0264 1.3512 0.02 0.00 0.01
C -2.5167 -1.9814 1.2794 -0.03 0.05 0.00
N -1.8894 -1.2246 0.2381 0.03 -0.05 -0.02
C -1.0538 -0.2014 0.4330 0.00 0.04 -0.10
N -1.0112 0.2631 1.7265 -0.01 -0.01 0.01
C -0.2027 1.1906 2.2619 0.04 0.04 0.02
C 0.6143 2.0394 1.4684 -0.03 -0.01 -0.02
C 1.4521 2.8815 2.1606 -0.01 -0.01 -0.02
C 1.4507 2.9412 3.5681 0.01 0.02 0.00
C 0.6123 2.1582 4.3494 -0.02 -0.01 0.01
C -0.2308 1.2748 3.7098 0.00 0.01 0.01
O -1.0929 0.4487 4.2800 0.00 0.01 0.00
C -1.2240 0.4606 5.7159 0.00 0.00 0.00
N -0.3239 0.3079 -0.5373 -0.01 -0.01 0.08
C -0.4816 -0.2986 -1.8316 0.00 0.00 0.00
C -1.4094 0.2110 -2.7288 -0.02 -0.01 0.00
C -1.5540 -0.3652 -3.9810 0.00 0.00 0.01
C -0.7671 -1.4545 -4.3225 0.01 0.00 0.00
C 0.1500 -1.9872 -3.4240 0.01 0.00 -0.01
C 0.2917 -1.4168 -2.1657 -0.01 0.01 0.00
O 1.1296 -1.8868 -1.1951 -0.01 -0.03 0.00
C 1.8597 -3.0849 -1.4789 -0.01 -0.02 0.00
H 1.4435 -3.4295 2.1375 0.00 0.00 -0.01
H 0.1569 -4.4141 1.3841 0.00 0.00 0.01
H 0.2454 -4.2433 3.1523 0.02 0.01 0.03
H -1.7572 -3.9614 3.9170 -0.02 -0.02 0.00
H -4.2138 -4.0784 4.0146 0.01 0.00 0.00
H -5.5941 -2.8386 2.3796 0.00 0.00 0.00
H -4.4896 -1.4630 0.6363 0.00 0.00 0.00
H -2.0317 -1.5119 -0.7200 0.00 0.00 0.00
H -1.6022 -0.2436 2.3819 0.00 0.00 0.00
H 2.1136 3.5535 1.6260 0.00 0.00 0.00
H 2.1165 3.6383 4.0606 0.00 0.00 0.00
H 0.6252 2.2441 5.4248 0.00 0.00 0.00
H -1.9899 -0.2717 5.9433 0.00 0.00 0.00
H -1.5367 1.4486 6.0501 0.00 0.00 0.00
H -0.2789 0.1756 6.1757 0.00 0.00 0.00
H -1.9999 1.0697 -2.4299 0.00 0.00 0.00
H -2.2756 0.0315 -4.6812 0.00 0.00 0.00
H -0.8690 -1.9106 -5.2981 0.00 0.00 0.00
H 0.7364 -2.8471 -3.7118 0.00 0.00 0.00
H 2.4224 -3.3126 -0.5782 0.00 0.00 0.00
H 2.5449 -2.9380 -2.3150 0.00 0.00 0.00
H 1.1784 -3.9071 -1.6991 0.00 0.00 0.00
N 2.8315 0.3034 -0.5668 0.02 0.05 0.00
C 4.1670 0.2415 -0.6972 -0.01 0.01 0.00
C 4.6194 1.5170 -0.9500 0.01 0.00 0.00
C 3.4683 2.3069 -0.9709 -0.02 0.01 -0.02
N 2.3912 1.5583 -0.7444 0.02 -0.06 0.03
H 2.1649 -0.4604 -0.4824 0.00 -0.01 -0.02
H 4.6946 -0.6927 -0.6034 0.00 0.00 0.00
H 5.6356 1.8341 -1.1000 0.00 0.00 0.00
H 3.3701 3.3671 -1.1444 0.00 0.00 0.00
C 0.5721 3.4699 -5.3163 0.00 0.00 0.00
C 1.2364 2.3341 -4.8737 0.00 0.00 0.00
C 1.1372 1.9797 -3.5459 0.00 0.00 0.01
N 0.4177 2.6844 -2.6561 0.00 0.01 -0.01
C -0.2257 3.7793 -3.0904 0.01 -0.01 0.00
C -0.1699 4.2018 -4.4060 0.00 0.00 0.00
H 0.6328 3.7757 -6.3521 0.00 0.00 0.00
H 1.8242 1.7263 -5.5467 0.00 0.00 0.00
H 1.6340 1.0944 -3.1715 0.00 0.01 0.00
H -0.8097 4.3159 -2.3563 -0.01 0.00 0.01
H -0.7059 5.0927 -4.7002 0.00 0.00 0.00
Br -1.8424 3.0433 -0.1954 0.04 0.01 0.01
```
Positions in Å, forces in eV/Å.

The following is a DFT calculation (ωB97M-V/def2-TZVPD) of C30H31Cl4F4O2Rb as an isolated structure in a non-equilibrium geometry.

2S+1 = 1
Kohn-Sham gap = 4.1 eV
HOMO energy = -0.20010 Eh
net charge = 0

Structure (XYZ):
```
72
Properties=species:S:1:pos:R:3:forces:R:3
Rb 6.3004 -3.2063 -1.5738 -0.71 0.53 -0.04
C 2.0158 -2.4106 -0.6477 0.00 -0.79 -0.48
C 1.6941 -1.4949 -1.8399 2.31 0.30 -0.30
O 2.8172 -1.2523 -2.6377 -0.63 -0.30 0.84
H 2.9614 -2.1344 -0.1812 -0.05 0.77 0.11
H 2.2375 -3.4337 -0.9514 -0.46 -0.46 -0.18
H 1.2071 -2.3636 0.0815 -0.04 -0.34 0.28
H 1.2991 -0.6565 -1.2661 -0.04 1.31 -0.14
H 0.8424 -1.7891 -2.4533 -0.43 -0.82 0.01
C -0.7657 -6.1497 4.8721 -1.14 0.62 0.50
Cl -2.5704 -5.9447 4.4318 1.67 0.13 0.15
Cl 0.2985 -5.5043 3.5834 -0.77 -0.24 0.89
Cl -0.4941 -5.4213 6.4977 -0.04 0.79 -0.86
Cl -0.4965 -7.8158 5.1949 0.26 -1.26 -0.69
C 5.1007 -0.6875 3.6299 1.20 0.80 -0.66
C 6.2992 -0.1662 2.8004 1.48 -2.86 -2.01
O 6.4832 -0.5330 1.6352 -1.00 0.49 1.03
C 7.4751 0.5136 3.4502 -0.60 1.38 0.83
H 4.5007 -1.4417 3.1206 -0.01 0.57 -0.49
H 4.5906 0.2565 3.8214 -0.69 -0.42 0.62
H 5.4591 -1.2001 4.5226 0.09 0.60 0.33
H 7.1012 1.3798 3.9961 0.01 -0.09 0.67
H 8.2185 0.9742 2.7997 -0.28 -0.64 -0.58
H 7.9776 -0.1700 4.1345 -0.16 0.01 0.13
F -1.5746 0.1761 6.0161 -0.78 -0.68 -0.93
C -2.6869 -0.3131 5.3672 -1.93 1.27 0.85
C -3.9611 0.2251 5.7590 0.24 -1.73 -0.91
C -5.0944 -0.3511 5.1518 1.01 1.08 0.54
C -4.9783 -1.2624 4.1347 -0.98 -0.39 -0.11
C -3.7568 -1.7391 3.7361 0.19 -0.07 -0.17
C -2.6146 -1.2717 4.3538 1.19 0.95 0.87
H -4.2085 0.9694 6.5014 0.91 0.09 0.20
H -6.0731 -0.0200 5.4664 -0.06 0.09 -0.01
H -5.9009 -1.5942 3.6818 0.06 -0.28 -0.21
H -3.6978 -2.4722 2.9452 0.15 -0.01 -0.06
H -1.6157 -1.5526 4.0543 0.01 -0.34 -0.10
F 6.8629 3.9952 -2.6835 0.36 -0.88 0.06
C 5.5569 4.2473 -2.7905 -1.84 1.31 -0.03
C 4.5599 3.2870 -3.0300 0.28 0.64 -0.28
C 3.2281 3.7324 -3.2241 0.86 0.27 0.41
C 2.9255 5.0726 -3.1492 0.00 1.39 0.40
C 3.9031 6.0546 -2.8763 0.22 -2.08 -0.38
C 5.2071 5.6048 -2.6798 -0.82 0.70 -0.47
H 4.8128 2.2434 -3.1448 0.00 -0.09 0.12
H 2.3776 3.0939 -3.4120 0.41 -0.59 -0.01
H 1.8965 5.3850 -3.2490 -0.13 -0.02 -0.20
H 3.7475 7.1229 -2.9065 -0.42 -0.06 0.18
H 5.8507 6.4634 -2.5570 1.05 -0.66 0.21
F -1.5065 4.8386 0.3199 -0.13 0.04 -0.39
C -2.5639 4.0155 0.4398 -0.61 0.43 1.42
C -3.7332 4.4770 1.0096 -1.56 0.32 -0.92
C -4.8826 3.6536 1.2392 2.58 1.87 -0.05
C -4.7473 2.3058 1.0237 0.57 -0.74 -0.45
C -3.5222 1.8113 0.5137 -0.56 1.48 0.01
C -2.4489 2.6905 0.2093 -0.36 -3.13 0.10
H -3.8834 5.5463 1.0305 0.19 0.20 0.53
H -5.6896 4.2485 1.6407 -0.60 -0.75 -0.03
H -5.5638 1.6229 1.2062 -0.03 -0.09 0.06
H -3.4511 0.7506 0.3236 0.29 -0.01 0.00
H -1.5379 2.2013 -0.1024 0.24 0.36 -0.25
F -5.2660 -3.7438 -4.5522 1.59 1.12 -1.75
C -4.3362 -3.2380 -5.5417 -0.81 -0.79 3.49
C -3.2675 -2.4713 -5.1108 0.64 -0.08 -0.65
C -2.3495 -2.1267 -6.1078 -1.42 -0.86 -0.16
C -2.6267 -2.5048 -7.4550 2.50 1.89 0.83
C -3.6979 -3.2333 -7.8418 -0.06 -0.41 0.72
C -4.4938 -3.6706 -6.7954 -2.23 -0.35 -1.89
H -3.0844 -2.2163 -4.0774 -0.22 -0.04 0.04
H -1.4459 -1.6191 -5.8039 0.04 0.17 -0.35
H -1.8956 -2.1095 -8.1446 -0.04 -0.21 -0.46
H -3.9047 -3.5054 -8.8663 0.04 0.04 0.02
H -5.4200 -4.1679 -7.0429 0.00 -0.47 0.19
```
Positions in Å, forces in eV/Å.

The following is a DFT calculation (ωB97M-V/def2-TZVPD) of C30H31F5MoN9O3 as an isolated structure.

2S+1 = 3
Kohn-Sham gap (alpha / beta) = 6.6 / 6.2 eV
HOMO energy (alpha / beta) = -0.35323 / -0.35326 Eh
relative energy (zero: lowest compared OMol25 entry of this formula, charge and spin) = 53.79 kJ/mol
net charge = +1

Structure (XYZ):
```
79
Properties=species:S:1:pos:R:3:forces:R:3
Mo 0.1699 -0.5182 -0.2887 0.09 -0.74 -0.22
C 0.4808 4.0537 -1.2177 0.00 0.00 -0.02
O 1.6898 3.5437 -1.7739 0.06 -0.09 0.08
C 1.5523 2.6407 -2.7868 0.00 -0.08 -0.24
C 2.0179 2.9671 -4.0502 -0.04 -0.02 0.10
C 1.9673 2.0568 -5.1036 -0.03 -0.09 -0.01
C 1.4419 0.7986 -4.8988 0.05 0.18 0.05
C 0.9792 0.4379 -3.6283 -0.08 -0.09 0.09
C 0.3867 -0.8570 -3.4262 -0.04 0.10 0.21
N -0.0533 -1.3167 -2.2999 0.06 -0.15 -0.27
N -0.6932 -2.5553 -2.4315 0.08 0.21 0.26
C -1.0579 -2.9568 -1.2638 -0.07 -0.14 -0.01
O -0.8545 -2.2322 -0.1914 -0.02 0.22 0.10
C -1.7570 -4.2430 -1.0744 0.03 0.04 -0.09
C -2.2822 -4.5688 0.1721 0.02 -0.03 0.00
C -2.9460 -5.7709 0.3543 0.00 -0.02 -0.01
C -3.0840 -6.6526 -0.7082 0.00 0.02 0.00
C -2.5569 -6.3306 -1.9519 -0.01 -0.02 -0.01
C -1.8945 -5.1301 -2.1382 -0.03 -0.01 -0.01
C 1.0345 1.3528 -2.5725 0.15 0.03 0.10
O 0.6144 1.0139 -1.3520 -0.14 0.27 0.11
H 0.7797 4.7924 -0.4775 -0.02 -0.02 0.00
H -0.1181 4.5381 -1.9939 -0.01 -0.01 0.02
H -0.0936 3.2635 -0.7307 0.00 0.01 -0.01
H 2.4317 3.9564 -4.1904 0.01 0.03 -0.01
H 2.3327 2.3436 -6.0785 0.02 0.00 -0.02
H 1.3865 0.0834 -5.7074 -0.01 -0.04 -0.03
H 0.2529 -1.5001 -4.2911 -0.02 -0.01 0.03
H -2.1508 -3.8817 0.9967 0.01 0.01 0.01
H -3.3492 -6.0270 1.3250 0.00 0.00 0.01
H -3.5969 -7.5939 -0.5672 -0.02 -0.02 0.01
H -2.6593 -7.0212 -2.7779 0.00 -0.01 0.00
H -1.4772 -4.8732 -3.1012 0.02 0.02 -0.01
C -4.5740 0.9023 -0.3707 -0.01 0.02 -0.02
N -4.0240 0.3088 0.8403 0.12 -0.03 -0.05
C -4.9250 0.1684 1.9754 -0.05 0.02 0.08
C -2.7148 -0.0121 0.8848 -0.05 0.00 0.04
N -1.8295 0.3878 0.0303 0.05 0.10 0.00
N -2.3595 -0.8522 1.9366 -0.10 -0.04 0.01
C -1.1073 -1.1479 2.4310 -0.02 0.06 0.09
N -1.1132 -1.7925 3.6154 0.00 -0.02 -0.08
N -0.0180 -0.8083 1.8269 0.08 0.01 -0.24
H -5.6331 0.6595 -0.4246 0.02 0.01 0.00
H -4.0911 0.4780 -1.2494 0.00 0.00 -0.02
H -4.4648 1.9901 -0.3787 0.01 -0.01 -0.01
H -5.4297 -0.8016 1.9826 0.00 0.00 0.01
H -5.6856 0.9440 1.9080 0.02 -0.03 0.01
H -4.3959 0.3218 2.9150 -0.02 0.00 0.00
H -2.1732 1.1013 -0.6005 0.03 0.00 0.02
H -3.1269 -1.3281 2.3818 0.04 -0.02 -0.04
H -1.9633 -2.0299 4.0945 0.01 0.05 0.02
H -0.2649 -2.2266 3.9391 -0.01 0.00 -0.01
H 0.8248 -0.9895 2.3607 -0.04 0.09 0.03
N 3.5645 1.3040 -0.1028 0.03 -0.27 -0.09
C 3.6408 2.2014 0.9196 -0.04 0.16 0.19
C 4.8318 2.8014 1.2668 -0.04 0.03 0.02
C 4.9114 3.7267 2.3173 -0.01 0.00 0.02
C 3.7990 4.0797 3.0250 -0.01 -0.04 -0.03
C 2.5612 3.4740 2.7123 0.01 0.07 0.03
C 1.3814 3.8237 3.4057 0.00 -0.04 -0.03
C 0.2074 3.2147 3.0828 0.07 -0.02 -0.03
C 0.2272 2.2177 2.0904 -0.13 -0.03 -0.02
N 1.2881 1.8456 1.4166 0.13 0.19 0.03
C 2.4654 2.5029 1.6843 -0.03 -0.12 0.01
H 4.3526 1.2371 -0.7234 -0.01 0.01 -0.01
H 2.6697 1.2022 -0.5400 -0.16 -0.01 -0.10
H 5.7212 2.5614 0.6986 0.02 -0.01 -0.02
H 5.8687 4.1734 2.5490 0.01 0.02 0.01
H 3.8412 4.8116 3.8194 0.01 0.02 0.02
H 1.4325 4.5749 4.1833 0.00 0.03 0.02
H -0.7207 3.4606 3.5785 -0.03 0.02 0.02
H -0.6993 1.7021 1.8584 0.06 0.02 -0.01
F 1.7700 -3.0020 -0.7648 0.05 -0.02 -0.05
C 2.0461 -1.7292 -0.3209 -0.15 0.17 0.03
F 2.9112 -1.2131 -1.2593 0.03 0.06 0.06
C 2.8575 -1.9541 0.9825 0.01 -0.20 -0.07
F 2.3079 -2.9744 1.6764 0.00 0.07 -0.01
F 4.1349 -2.2398 0.7625 -0.09 0.01 0.03
F 2.8041 -0.8885 1.8087 0.10 0.13 -0.09
```
Positions in Å, forces in eV/Å.

Which of these has the lowest 2S+1? C30H31Cl4F4O2Rb

What is the 2S+1 in the first record? 2

Number 3 is which compound? C30H31F5MoN9O3

2S+1 of number 1 (C30H31BrIrN6O3)? 2